The following is a quantum chemistry calculation of C5H13O3 as an isolated structure at a distorted geometry, from OMol25.

Summary:
HOMO level ... -4.41 eV
Energy relative to the best compared isomer or geometry (same formula, charge and spin) ... 1.1893 eV

```
! wB97M-V def2-TZVPD RIJCOSX def2/J DEFGRID3
* xyz -1 1
C -1.35270 -0.85313 0.40190
O -1.45605 -0.66043 -1.04715
C -0.15232 -1.82148 0.43360
C 1.08978 -0.91939 0.20675
C 1.50472 -0.38846 1.54761
C 2.47073 -0.97414 2.25358
H -2.34037 -1.31342 0.52857
H -1.31292 -0.05415 1.13772
H -0.00933 -2.37645 1.34696
H -0.25562 -2.51327 -0.41461
H 0.99843 -0.21804 -0.64067
H 1.93287 -1.46702 -0.29306
H 0.88366 0.50270 1.89670
H 3.11421 -1.70573 1.79258
H 2.78595 -0.46384 3.15827
H -1.19784 4.23375 -2.77960
H -0.96238 3.01056 -1.99497
O -0.59978 4.09467 -2.03196
H -1.41489 0.30462 -1.34838
H -2.33882 1.79374 -2.00208
O -1.38732 1.78890 -2.15175
*
```

---

The following is a quantum chemistry calculation of an isolated ion of composition C10H12BN2O2 and charge +1, from OMol25.

Summary:
HOMO level ... -12.53 eV
Structure (SMILES) ... COB(O)c1c[nH]cc2ccc(=[NH2+])cc1-2
Energy relative to the best compared isomer or geometry (same formula, charge and spin) ... 0.0000 eV

```
! wB97M-V def2-TZVPD RIJCOSX def2/J DEFGRID3
* xyz 1 1
C 2.15584 1.34935 1.58031
O 2.23120 1.79515 0.22738
B 2.04751 0.93708 -0.81059
O 2.56066 1.21883 -2.02699
C 1.17177 -0.37973 -0.65130
C 1.71512 -1.60459 -0.81475
N 0.96290 -2.73629 -0.67048
C -0.32234 -2.69966 -0.36084
C -0.96654 -1.48857 -0.17533
C -2.34422 -1.43384 0.16348
C -2.94952 -0.23759 0.31860
C -2.22380 0.97658 0.14580
N -2.93309 2.17496 0.25684
C -0.88028 0.93630 -0.17091
C -0.22078 -0.28515 -0.33762
H 2.72306 0.43344 1.73247
H 2.59426 2.12065 2.20560
H 1.12127 1.20798 1.89292
H 3.08636 2.02877 -2.00213
H 2.75486 -1.74403 -1.06511
H 1.40375 -3.63394 -0.81191
H -0.84103 -3.64195 -0.26832
H -2.91116 -2.34512 0.28950
H -3.99961 -0.17198 0.56338
H -2.40465 2.94793 -0.12722
H -3.18929 2.40866 1.20855
H -0.34228 1.86675 -0.29133
*
```

---

The following is a quantum chemistry calculation of a 3-piece molecular cluster, C2H12N2O2 overall at a distorted geometry, from OMol25.

Summary:
HOMO level (alpha / beta) ... -14.91 / -14.51 eV
Energy relative to the best compared isomer or geometry (same formula, charge and spin) ... 0.3279 eV

```
! wB97M-V def2-TZVPD RIJCOSX def2/J DEFGRID3
* xyz 1 2
C 0.58102 -0.20358 0.99874
C 0.32384 1.32398 1.14908
N 0.27281 1.91944 -0.13948
N 1.53659 -0.42580 -0.03389
H 1.08424 -0.43343 1.92844
H -0.36294 -0.71699 0.78683
H -0.59797 1.53186 1.68110
H 1.16727 1.73325 1.71994
H 1.05953 1.68351 -0.76019
H 0.06421 2.91594 -0.16047
H 1.17984 -0.61692 -0.97153
H 2.06772 -1.27372 0.17766
H -1.43967 0.46323 -1.18982
H -2.81439 -0.10363 -0.73491
O -2.02421 -0.30968 -1.24969
H -0.84345 -2.52607 -0.32294
H -0.96210 -2.34567 -1.76202
O -0.29235 -2.61572 -1.11684
*
```

---

The following is a quantum chemistry calculation of one molecule with the formula C18H20N2O5S2 at a distorted geometry, from OMol25.

Summary:
HOMO level ... -8.12 eV
Structure (SMILES) ... CS(=O)(=O)N(CC(=O)NCCSc1ccccc1)c1ccc2c(c1)OCO2
Energy relative to the best compared isomer or geometry (same formula, charge and spin) ... 1.0037 eV

```
! wB97M-V def2-TZVPD RIJCOSX def2/J DEFGRID3
* xyz 0 1
C 0.02018 2.14826 0.99885
H -0.84001 2.76246 0.75881
H 0.26491 2.21919 2.04965
H 0.86608 2.40359 0.37504
S -0.45365 0.44259 0.67118
O -0.82830 0.31522 -0.70821
O -1.42667 0.03672 1.64294
N 0.94174 -0.39381 1.06267
C 2.14329 -0.12588 0.37756
C 2.14575 0.39500 -0.90894
C 3.33381 0.71383 -1.56467
C 4.50900 0.48129 -0.89605
C 4.51085 -0.04467 0.39810
C 3.34991 -0.34581 1.06081
H 3.36850 -0.73505 2.06410
O 5.79941 -0.16636 0.83786
C 6.61560 0.27001 -0.22994
O 5.79961 0.69855 -1.29893
H 7.25839 -0.55992 -0.56542
H 7.24846 1.10505 0.10915
H 3.32954 1.11189 -2.56490
H 1.20905 0.53248 -1.42187
C 0.69788 -1.74305 1.55803
H 1.64812 -2.19289 1.84382
H 0.03340 -1.66731 2.41944
C 0.07078 -2.57755 0.43227
O 0.75351 -3.15646 -0.38749
N -1.27384 -2.59330 0.44419
H -1.76936 -1.96632 1.06573
C -2.04283 -3.15026 -0.64628
C -2.83236 -2.06990 -1.37543
H -3.26657 -2.46834 -2.29188
H -2.18907 -1.21889 -1.59029
S -4.20383 -1.46907 -0.31142
C -3.93150 0.28142 -0.26018
C -3.57049 0.99494 -1.39302
C -3.35165 2.35684 -1.30002
C -3.51492 3.01153 -0.09067
C -3.91495 2.30005 1.02945
C -4.12345 0.93695 0.94820
H -4.41913 0.37116 1.81726
H -4.05456 2.80680 1.97314
H -3.34370 4.07693 -0.02449
H -3.05743 2.90897 -2.18055
H -3.45523 0.49564 -2.34265
H -1.32963 -3.61949 -1.32985
H -2.72465 -3.91303 -0.25516
*
```